Density functional theory data (ωB97M-V with the def2-TZVPD basis set) for a single C5H8N2 molecule at a distorted geometry.

Each line ends with the Mulliken charge.
Positions of all 15 atoms, in Å:
C -1.367 -1.287 0.430  -0.990
N -0.164 -0.491 0.268  0.114
C 1.084 -0.905 0.392  -0.163
C 1.982 0.115 -0.004  -0.620
C 1.223 1.157 -0.467  -0.388
C -0.236 0.865 -0.298  0.274
N -1.381 1.086 -1.091  -0.878
H -2.214 -0.606 0.326  0.382
H -1.448 -2.031 -0.368  0.296
H -1.366 -1.784 1.402  0.357
H 1.323 -1.894 0.778  0.437
H 3.062 0.051 0.082  0.389
H 1.593 2.107 -0.836  0.376
H -0.574 1.519 0.531  0.255
H -1.516 2.098 -1.144  0.160

Forces on atoms 1 to 3 (eV/Å):
-0.119 -0.078 0.065
0.177 -0.252 0.023
-0.548 0.103 -0.018

Summary:
Gap between HOMO and LUMO (spin up / spin down), Ha: 0.22056 / 0.23891
Relative energy (zero: lowest compared OMol25 entry of this formula, charge and spin), kcal/mol: 86.5
Strongest force on any atom, Eh/bohr: 0.022


Density functional theory data (ωB97M-V with the def2-TZVPD basis set) for 2 unconnected molecules or ions with the total composition C5H8N2 at a distorted geometry.

Each line ends with the Mulliken charge.
Positions of all 15 atoms, in Å:
C -1.093 -1.550 0.769  -0.887
C -0.360 -0.576 1.303  -0.163
C 0.736 0.108 0.622  0.953
C 1.544 0.977 1.241  -1.001
C 0.888 -0.090 -0.803  0.184
N 1.450 -0.504 -1.760  -0.661
H -1.873 -2.039 1.329  0.269
H -0.885 -1.943 -0.215  0.345
H -0.566 -0.227 2.307  0.272
H 1.376 1.258 2.271  0.278
H 2.368 1.447 0.727  0.330
N -0.841 0.744 -1.751  -0.684
H -0.810 1.759 -1.821  0.216
H -1.792 0.389 -1.764  0.216
H -0.142 0.248 -2.454  0.333

Forces on atoms 1 to 3 (eV/Å):
0.305 0.016 0.197
-0.410 -0.151 -0.032
-0.371 0.909 0.095

Summary:
SMILES string: C=CC(=C)C#N.N
Gap between HOMO and LUMO, Ha: 0.34985
Relative energy (zero: lowest compared OMol25 entry of this formula, charge and spin), kcal/mol: 63.0
Strongest force on any atom, Eh/bohr: 0.083


Density functional theory data (ωB97M-V with the def2-TZVPD basis set) for a single C5H8N2 molecule at a distorted geometry.

Each line ends with the Mulliken charge.
Positions of all 15 atoms, in Å:
C -2.254 0.525 -0.276  -0.696
N -0.909 -0.013 -0.273  0.414
C -0.355 -0.673 1.021  -0.421
C 1.104 -0.911 0.887  -0.326
C 1.883 -0.275 0.103  -0.124
C 1.259 0.633 -0.758  -0.459
N -0.059 0.649 -0.953  -0.787
H -2.925 -0.281 0.339  0.205
H -2.478 0.740 -1.321  0.270
H -2.461 1.429 0.254  0.347
H -0.614 0.143 1.818  0.208
H -1.008 -1.477 1.197  0.327
H 1.600 -1.686 1.514  0.265
H 3.054 -0.454 0.108  0.233
H 1.788 1.348 -1.183  0.542

Forces on atoms 1 to 3 (eV/Å):
-1.283 -2.938 1.039
0.728 -2.292 2.532
-1.678 3.991 -0.595

Summary:
SMILES string: CN1CC=CC=N1
Gap between HOMO and LUMO, Ha: 0.31114
Relative energy (zero: lowest compared OMol25 entry of this formula, charge and spin), kcal/mol: 81.8
Strongest force on any atom, Eh/bohr: 0.103


Density functional theory data (ωB97M-V with the def2-TZVPD basis set) for a single C5H8N2 molecule.

Each line ends with the Mulliken charge.
Positions of all 15 atoms, in Å:
C 0.425 1.220 -1.280  -1.402
C -0.087 -0.073 -0.676  0.470
C 0.919 -1.226 -0.379  -0.535
N 0.530 -1.198 1.043  -0.417
C -0.276 -0.059 0.817  -0.245
C -1.104 0.580 1.590  0.414
N -2.193 0.809 2.148  -0.674
H 1.288 1.583 -0.714  0.355
H 0.714 1.099 -2.329  0.359
H -0.354 1.989 -1.225  0.356
H -1.000 -0.410 -1.185  0.260
H 1.959 -0.947 -0.567  0.285
H 0.692 -2.189 -0.844  0.255
H 1.223 -1.176 1.777  0.251
H -2.737 -0.001 1.824  0.269

Forces on atoms 1 to 3 (eV/Å):
0.087 0.047 -0.065
0.028 0.089 -0.078
0.260 -0.124 -0.308

Summary:
SMILES string: C[C@H]1CNC1=C=N
Gap between HOMO and LUMO, Ha: 0.31972
Relative energy (zero: lowest compared OMol25 entry of this formula, charge and spin), kcal/mol: 70.5
Strongest force on any atom, Eh/bohr: 0.017


Density functional theory data (ωB97M-V with the def2-TZVPD basis set) for a single C5H8N2 molecule.

Each line ends with the Mulliken charge.
Positions of all 15 atoms, in Å:
C 1.318 -2.035 0.750  -1.052
C 0.556 -0.885 0.166  0.678
C -0.133 -0.914 -1.066  -0.772
C -0.748 0.310 -1.146  -0.215
N -0.416 0.991 -0.028  0.716
C -0.875 2.315 0.321  -0.729
N 0.383 0.278 0.788  -0.987
H 1.972 -2.483 -0.006  0.292
H 0.624 -2.818 1.076  0.240
H 1.925 -1.741 1.609  0.310
H -0.179 -1.728 -1.775  0.361
H -1.398 0.749 -1.889  0.341
H -1.654 2.593 -0.393  0.267
H -0.068 3.052 0.270  0.273
H -1.306 2.315 1.324  0.277

Forces on atoms 1 to 3 (eV/Å):
0.059 -0.030 0.066
-0.040 -0.102 -0.049
-0.030 -0.004 -0.016

Summary:
SMILES string: Cc1ccn(C)n1
Gap between HOMO and LUMO, Ha: 0.36641
Relative energy (zero: lowest compared OMol25 entry of this formula, charge and spin), kcal/mol: 11.1
Strongest force on any atom, Eh/bohr: 0.005


Density functional theory data (ωB97M-V with the def2-TZVPD basis set) for a molecular structure, C5H8N2O at a distorted geometry.

Each line ends with the Mulliken charge.
Positions of all 16 atoms, in Å:
C 1.437 0.682 0.887  -0.748
C 1.142 -0.614 -0.942  -0.491
C 0.179 0.154 0.020  1.275
C -0.636 -0.943 0.678  -0.730
C -0.812 1.120 -0.393  -0.459
H 1.368 0.474 2.256  0.199
H 1.301 1.751 1.062  0.301
H 3.241 -0.516 0.182  0.270
H 1.260 -0.335 -2.136  0.239
H 0.936 -1.836 -0.835  0.155
H -0.115 -1.857 0.560  0.355
H -1.063 -0.880 1.705  0.247
H -0.654 2.373 -0.665  0.244
N 2.321 -0.052 -0.267  -0.407
N -2.058 0.537 -0.344  -0.247
O -1.997 -0.620 0.081  -0.203

Forces on atoms 1 to 3 (eV/Å):
-1.663 -1.967 1.005
1.127 -1.543 -2.310
2.294 -1.138 2.029

Summary:
Gap between HOMO and LUMO, Ha: 0.34840
Relative energy (zero: lowest compared OMol25 entry of this formula, charge and spin), kcal/mol: 187.6
Strongest force on any atom, Eh/bohr: 0.164


Density functional theory data (ωB97M-V with the def2-TZVPD basis set) for a single C5H8N2O molecule at a distorted geometry.

Each line ends with the Mulliken charge.
Positions of all 16 atoms, in Å:
C 1.124 -1.415 0.716  -1.132
C -0.017 -0.765 -0.121  0.207
O -1.180 -0.926 0.464  -0.577
C 0.050 0.762 -0.287  1.042
C 1.380 1.260 -0.688  -0.245
N 2.359 1.894 -0.780  -0.489
C -1.147 1.399 -0.742  -0.665
N -0.910 1.433 0.545  -0.672
H 0.798 -2.585 0.727  0.336
H 1.119 -0.743 1.562  0.375
H 2.180 -1.190 0.269  0.312
H -0.069 -1.034 -1.233  0.213
H -1.378 -1.829 0.983  0.369
H -1.939 0.786 -1.257  0.194
H -0.952 2.230 -1.340  0.361
H -1.418 0.722 1.180  0.371

Forces on atoms 1 to 3 (eV/Å):
0.241 -0.457 -2.620
3.321 0.205 -3.456
-5.084 -4.788 3.740

Summary:
SMILES string: C[C@@H](O)[C@@]1(C#N)CN1
Gap between HOMO and LUMO, Ha: 0.35625
Relative energy (zero: lowest compared OMol25 entry of this formula, charge and spin), kcal/mol: 98.9
Strongest force on any atom, Eh/bohr: 0.154


Density functional theory data (ωB97M-V with the def2-TZVPD basis set) for 2 unconnected molecules or ions with the total composition C5H8N2O at a distorted geometry.

Each line ends with the Mulliken charge.
Positions of all 16 atoms, in Å:
C -0.205 -1.932 -0.182  0.159
C -0.770 0.177 0.294  -0.015
C -0.365 0.945 1.508  -0.857
C 1.039 1.510 -0.499  -0.540
C -0.139 0.506 -0.997  -0.020
H 0.028 -2.779 1.257  0.248
H -1.769 -0.504 0.272  0.404
H -1.193 1.718 1.924  0.270
H -0.187 0.214 2.481  0.209
H 1.485 0.614 1.346  0.343
H 2.094 1.516 -0.784  0.353
H 0.834 2.630 -0.685  0.283
H -0.872 0.534 -1.933  0.350
N 0.287 -0.584 -0.304  -0.204
N 0.989 1.580 1.014  -0.524
O -0.839 -2.269 -1.199  -0.461

Forces on atoms 1 to 3 (eV/Å):
-1.477 -0.250 -3.916
-3.389 -1.215 1.577
-0.480 1.266 2.107

Summary:
Gap between HOMO and LUMO, Ha: 0.34816
Relative energy (zero: lowest compared OMol25 entry of this formula, charge and spin), kcal/mol: 176.7
Strongest force on any atom, Eh/bohr: 0.145


Density functional theory data (ωB97M-V with the def2-TZVPD basis set) for a single C5H8N2O molecule at a distorted geometry.

Each line ends with the Mulliken charge.
Positions of all 16 atoms, in Å:
N 0.402 0.638 0.971  -0.153
C -0.615 0.557 -0.991  0.479
C 0.016 -0.649 -0.821  0.204
N -0.203 -0.066 2.004  -0.492
C 1.385 -0.309 -0.010  0.118
C -0.962 1.632 -1.625  -0.701
C -0.612 -1.839 -0.739  -0.756
O 2.279 0.382 -0.546  -0.757
H 0.936 1.481 1.190  0.228
H 0.451 -0.622 2.550  0.212
H -0.760 0.530 2.603  0.223
H 1.647 -1.238 0.554  0.326
H -1.460 2.456 -1.129  0.263
H -0.760 1.715 -2.690  0.259
H -1.683 -1.940 -0.871  0.263
H -0.063 -2.728 -0.449  0.286

Forces on atoms 1 to 3 (eV/Å):
-0.141 -0.636 -0.862
0.645 0.794 0.210
0.544 -1.477 0.749

Summary:
Gap between HOMO and LUMO (spin up / spin down), Ha: 0.25290 / 0.25297
Relative energy (zero: lowest compared OMol25 entry of this formula, charge and spin), kcal/mol: 160.4
Strongest force on any atom, Eh/bohr: 0.034


Density functional theory data (ωB97M-V with the def2-TZVPD basis set) for a single C5H8N2O molecule at a distorted geometry.

Each line ends with the Mulliken charge.
Positions of all 16 atoms, in Å:
C 1.951 -1.084 -0.688  -0.934
C 0.498 -1.465 -0.587  0.701
O -0.226 -1.491 -1.576  -0.567
N 0.077 -1.760 0.687  -0.509
C -0.824 -0.990 1.204  -0.073
C -1.415 0.252 0.658  -0.596
C -0.620 1.305 0.441  0.098
N -0.985 2.514 -0.091  -0.548
H 2.474 -1.282 0.252  0.328
H 2.025 -0.017 -0.917  0.236
H 2.424 -1.666 -1.482  0.321
H -1.233 -1.282 2.188  0.379
H -2.481 0.259 0.470  0.318
H 0.441 1.265 0.685  0.362
H -0.244 2.957 -0.634  0.246
H -1.861 2.487 -0.611  0.238

Forces on atoms 1 to 3 (eV/Å):
0.383 -0.337 0.215
-0.156 0.678 -2.092
0.679 -0.304 1.087

Summary:
SMILES string: CC(=O)/N=C\C=C\N
Gap between HOMO and LUMO, Ha: 0.34976
Relative energy (zero: lowest compared OMol25 entry of this formula, charge and spin), kcal/mol: 31.3
Strongest force on any atom, Eh/bohr: 0.047


Density functional theory data (ωB97M-V with the def2-TZVPD basis set) for a single C5H8N2O molecule at a distorted geometry.

Each line ends with the Mulliken charge.
Positions of all 16 atoms, in Å:
H 0.662 3.123 -0.693  0.293
N 1.129 2.419 -0.107  -0.694
C 0.443 1.373 -0.022  0.419
O -0.777 1.375 -0.569  -0.449
C -1.548 0.121 -0.423  -0.567
C -0.685 -1.135 -0.833  -0.648
C 0.647 -1.107 0.049  -0.823
C 0.914 0.154 0.817  0.632
N 1.352 0.270 1.961  -0.728
H 1.599 -0.575 2.585  0.253
H -2.489 0.223 -0.886  0.447
H -1.850 -0.002 0.592  0.345
H -0.410 -1.205 -1.891  0.293
H -1.259 -1.921 -0.607  0.396
H 1.460 -1.222 -0.634  0.348
H 0.813 -1.890 0.661  0.481

Forces on atoms 1 to 3 (eV/Å):
0.063 -0.314 0.274
0.929 0.300 -0.221
0.887 0.913 1.543

Summary:
SMILES string: [H]/N=C1\OCCC\C1=N/[H]
Gap between HOMO and LUMO, Ha: 0.38276
Relative energy (zero: lowest compared OMol25 entry of this formula, charge and spin), kcal/mol: 50.8
Strongest force on any atom, Eh/bohr: 0.092


Density functional theory data (ωB97M-V with the def2-TZVPD basis set) for a single C5H8N2O molecule at a distorted geometry.

Each line ends with the Mulliken charge.
Positions of all 16 atoms, in Å:
H -1.299 -0.293 -0.801  0.415
N -1.772 -1.245 -0.239  -0.653
C -0.980 -1.593 0.640  -0.076
C 0.483 -0.923 0.892  -0.731
C 0.883 -0.014 -0.163  0.593
C 1.929 0.010 -0.958  -0.986
C -0.388 1.108 -0.741  0.285
N -0.976 1.776 0.292  -0.342
O -0.222 1.642 -1.817  -0.608
H -1.274 -2.209 1.491  0.375
H 1.140 -1.793 0.936  0.386
H 0.423 -0.440 1.872  0.285
H 2.783 -0.635 -0.774  0.291
H 1.958 0.648 -1.829  0.310
H -1.416 2.655 0.071  0.237
H -1.272 1.306 1.127  0.218

Forces on atoms 1 to 3 (eV/Å):
-1.639 -3.966 1.247
-0.054 3.086 -2.493
2.580 1.648 1.766

Summary:
SMILES string: [H]/N=C\CC(=C)C(N)=O
Gap between HOMO and LUMO, Ha: 0.37387
Relative energy (zero: lowest compared OMol25 entry of this formula, charge and spin), kcal/mol: 69.0
Strongest force on any atom, Eh/bohr: 0.090


For each record above, in turn, the calculated M values are 96.13 96.13 96.13 96.13 96.13 112.13 112.13 112.13 112.13 112.13 112.13 112.13 g/mol.